DFT (the ωB97M-V functional and the def2-TZVPD basis) results for a cluster of 2 separate species, C3H10N3O in total at a distorted geometry.

Each atom is followed by the atoms it is bonded to, with distances in Å.
Geometry (Å):
1 C -1.163 -0.448 -0.690  N4 1.305, N6 1.329
2 C -2.468 1.236 0.637  N4 1.481, H8 1.031, H9 1.104, H10 1.052
3 C 2.603 0.491 -0.638  N5 1.371, H11 1.013, H12 1.092, H13 1.091
4 N -1.367 0.756 -0.229  C1 1.305, C2 1.481, H14 1.014
5 N 2.158 -0.481 0.220  C3 1.371, O7 1.369
6 N -1.562 -1.647 -0.279  C1 1.329, H15 1.059, H16 1.020
7 O 3.193 -1.320 0.532  N5 1.369, H17 1.082
8 H -2.825 2.148 0.313  C2 1.031
9 H -3.137 0.373 0.800  C2 1.104
10 H -2.070 1.333 1.606  C2 1.052
11 H 2.158 0.333 -1.535  C3 1.013
12 H 2.091 1.344 -0.187  C3 1.092
13 H 3.681 0.554 -0.793  C3 1.091
14 H -0.692 1.432 -0.572  N4 1.014
15 H -2.079 -1.554 0.641  N6 1.059
16 H -1.322 -2.398 -0.925  N6 1.020
17 H 2.799 -2.152 1.100  O7 1.082

## Properties
**LUMO (spin up / spin down)**: -3.6 / -6.4 eV
**Multiplicity**: 1
**Charge**: +1
**Frontier orbital gap (spin up / spin down)**: 9.73 / 5.05 eV
**Relative energy (zero: lowest compared OMol25 entry of this formula, charge and spin)**: 771.5 kJ/mol